{
  "formula": "C19H66BrI3N2O23S",
  "method": "ωB97M-V/def2-TZVPD",
  "fmax_ha_per_bohr": 0.032,
  "orbital_gap_ev": 8.205,
  "e_homo_ha": -0.3218,
  "symbols": ["I", "I", "I", "Br", "S", "O", "O", "O", "O", "O", "O", "O", "O", "O", "O", "O", "O", "O", "O", "O", "O", "O", "O", "O", "O", "O", "O", "O", "N", "N", "C", "C", "C", "C", "C", "C", "C", "C", "C", "C", "C", "C", "C", "C", "C", "C", "C", "C", "C", "H", "H", "H", "H", "H", "H", "H", "H", "H", "H", "H", "H", "H", "H", "H", "H", "H", "H", "H", "H", "H", "H", "H", "H", "H", "H", "H", "H", "H", "H", "H", "H", "H", "H", "H", "H", "H", "H", "H", "H", "H", "H", "H", "H", "H", "H", "H", "H", "H", "H", "H", "H", "H", "H", "H", "H", "H", "H", "H", "H", "H", "H", "H", "H", "H", "H"],
  "xyz": [[-1.597, -4.293, -0.966], [-0.847, -1.628, -3.450], [-4.691, -3.615, -0.427], [4.052, 0.881, -2.973], [-2.209, 0.893, -1.554], [4.759, -1.091, 0.218], [0.505, 5.118, 2.717], [-2.416, 2.061, -0.722], [-2.059, 4.117, 2.074], [-3.040, 0.830, -2.714], [-5.549, -6.462, -3.202], [5.119, 7.615, 2.483], [-0.693, 0.881, -1.966], [-0.108, -6.109, 2.797], [-2.693, 4.690, -1.932], [-0.211, -1.801, 4.328], [-0.042, 4.605, -0.889], [6.974, 2.688, -3.620], [1.466, -4.274, 5.059], [-4.469, -4.332, -5.106], [4.886, -4.233, 1.343], [-2.817, 1.507, 3.381], [1.797, 7.912, 1.825], [3.206, 10.507, 2.100], [6.205, 1.407, -6.313], [-3.682, -6.427, 3.541], [-4.942, -3.136, -7.680], [-5.323, 3.335, -0.223], [1.158, -2.814, 1.800], [2.787, 0.791, 1.725], [-1.391, -0.699, 1.646], [2.296, 2.020, 1.825], [0.100, -0.932, -0.426], [2.076, -0.099, 1.031], [-1.328, -1.231, 0.196], [-1.786, -2.709, 0.469], [0.395, 1.498, 0.515], [-3.279, -3.770, 2.143], [-3.282, -2.791, 0.975], [1.048, -2.152, -0.550], [-2.511, -0.556, -0.573], [1.289, -3.126, 0.581], [1.694, 2.491, -2.940], [1.807, -4.479, 0.172], [0.084, -0.329, -1.879], [1.110, 2.452, 1.222], [1.451, -0.034, -2.531], [0.851, 0.176, 0.402], [2.239, 1.248, -2.243], [-4.626, -3.433, -4.805], [-0.370, -6.952, 3.181], [0.779, 2.284, -3.476], [-0.525, 1.818, 0.082], [1.425, -3.609, 2.379], [5.638, -0.911, -0.129], [5.698, -3.870, 0.978], [1.692, -4.851, 5.793], [-4.737, 2.840, -0.806], [-1.232, -3.054, 1.324], [6.567, 1.168, -7.171], [2.459, 1.475, -1.216], [-0.736, -5.972, 2.081], [-3.618, 4.725, -2.190], [2.774, 10.685, 1.261], [0.742, 3.452, 1.285], [0.810, -2.764, -1.408], [1.556, 7.030, 2.139], [-0.368, 5.476, -0.641], [-4.020, -2.885, -7.566], [-2.591, 3.838, -1.486], [7.299, 2.460, -4.497], [4.688, -3.660, 2.091], [-2.154, 3.533, 1.311], [-0.700, 4.296, -1.524], [-4.265, -3.833, 2.580], [0.470, -2.184, 3.758], [2.429, 2.932, -3.595], [2.538, -1.058, 0.976], [4.484, 7.324, 1.821], [1.108, -5.262, 0.412], [2.045, -4.472, -0.885], [-3.863, -6.216, 4.463], [-5.204, -4.512, -5.701], [-4.762, 3.576, 0.520], [2.736, -4.624, 0.700], [1.109, -4.865, 4.385], [-1.569, 0.362, 1.706], [6.087, 2.312, -3.622], [1.318, 8.021, 0.998], [-3.579, 2.022, 3.093], [1.482, 3.238, -2.190], [0.267, -1.517, 5.112], [-3.124, 1.038, 4.165], [-2.196, -1.146, 2.214], [-0.495, -0.976, 2.176], [-3.274, -0.242, 0.120], [-3.667, -1.855, 1.344], [-5.441, -2.339, -7.478], [2.101, -0.890, -2.474], [1.249, 0.064, -3.591], [-1.989, 3.499, 2.813], [-2.934, -4.744, 1.838], [-2.913, -1.251, -1.300], [4.829, 8.502, 2.714], [2.912, 9.620, 2.337], [2.047, -1.789, -0.769], [-4.716, -6.271, -3.647], [5.315, 1.041, -6.310], [2.869, 2.722, 2.411], [0.096, 4.817, 3.533], [-5.568, -5.827, -2.481], [-0.236, 5.476, 2.215], [4.616, -0.402, 0.885], [-4.546, -6.632, 3.167], [-2.608, -3.380, 2.909]],
  "lowdin_charge": [0.927, 1.028, 0.833, 0.797, 0.602, -0.073, -0.054, -0.309, -0.044, -0.270, -0.073, -0.058, -0.272, -0.047, -0.056, -0.068, -0.043, -0.089, -0.056, -0.065, -0.057, -0.039, -0.044, -0.061, -0.053, -0.053, -0.053, -0.047, 0.177, 0.082, -0.040, -0.112, -0.239, -0.104, -0.362, -0.641, -0.027, -0.217, -0.813, -0.157, -0.183, -0.418, -0.109, -0.043, -0.607, -0.021, -0.299, -0.123, -0.634, 0.033, 0.050, 0.080, 0.068, 0.066, 0.041, 0.035, 0.039, 0.006, 0.048, 0.042, 0.060, 0.017, 0.050, 0.031, 0.059, 0.026, 0.018, 0.046, 0.040, -0.021, 0.008, 0.039, 0.019, 0.010, 0.062, -0.017, 0.056, 0.072, 0.019, 0.043, 0.085, 0.046, 0.033, 0.023, 0.057, 0.001, 0.071, -0.087, 0.049, 0.046, 0.059, 0.039, 0.060, 0.077, 0.063, 0.113, 0.060, 0.041, 0.075, 0.060, 0.023, 0.031, 0.039, 0.014, -0.011, 0.116, 0.015, 0.033, 0.107, 0.052, -0.029, 0.028, 0.020, 0.046, 0.089]
}